Entry 1:
Density functional theory data (wB97M-V/def2-TZVPD) for an isolated molecule of C16H14ClNO3.

Each line ends with the Löwdin charge.
CARTESIAN COORDINATES (ANGSTROEM)
1 Cl 0.398 1.408 2.254  0.751
2 O -3.442 1.684 1.866  0.121
3 O -3.609 2.632 -0.140  0.126
4 O -1.039 -1.398 -2.231  0.101
5 N -1.890 -0.241 1.036  0.044
6 C -0.667 -0.900 1.229  -0.284
7 C -0.882 -0.280 -1.790  -0.356
8 C -0.560 -2.262 0.951  -0.024
9 C 2.811 -0.104 -1.218  -0.071
10 C 1.985 2.147 -1.306  -0.072
11 C 0.467 0.305 -1.602  -0.159
12 C -2.064 0.552 -1.329  -0.046
13 C -1.939 0.919 0.156  -0.260
14 C 0.705 1.678 -1.539  -0.034
15 C 0.616 -2.952 1.164  -0.078
16 C -3.094 1.838 0.592  -0.493
17 C 1.537 -0.578 -1.460  -0.021
18 C 1.726 -2.292 1.661  -0.089
19 C 3.036 1.261 -1.132  -0.072
20 C 0.452 -0.262 1.770  -0.570
21 C 1.638 -0.947 1.969  -0.117
22 H -2.895 0.979 2.267  0.105
23 H 3.629 -0.797 -1.095  0.108
24 H 2.163 3.211 -1.257  0.107
25 H 4.030 1.635 -0.938  0.105
26 H 0.667 -4.004 0.930  0.108
27 H -2.607 -0.911 0.770  0.147
28 H 2.487 -0.420 2.377  0.107
29 H -2.977 -0.026 -1.496  0.137
30 H -1.023 1.500 0.305  0.086
31 H -2.138 1.472 -1.910  0.128
32 H 1.341 -1.637 -1.524  0.119
33 H 2.654 -2.819 1.819  0.105
34 H -1.419 -2.776 0.543  0.120
35 H -0.096 2.384 -1.694  0.119

LUMO energy (Eh): 0.00301
Energy relative to the best compared isomer or geometry (same formula, charge and spin) (kcal/mol): 0.0
SMILES: O=C(C[C@H](Nc1ccccc1Cl)C(=O)O)c1ccccc1
E_tot (Ha): -1358.81019
HOMO-LUMO gap (eV): 9.0
Highest occupied orbital energy (eV): -8.948

Entry 2:
Density functional theory data (wB97M-V/def2-TZVPD) for a structure of composition C14H41BN3O9V2.

Each line ends with the Löwdin charge.
CARTESIAN COORDINATES (ANGSTROEM)
1 V 0.197 5.485 -3.978  0.925
2 V -3.253 -0.492 -2.657  1.212
3 O 0.635 4.692 -2.613  -0.492
4 O -1.674 -0.394 -2.338  -0.304
5 O -5.820 0.026 -6.036  -0.201
6 O 1.411 6.543 -4.221  -0.493
7 O -4.042 -0.460 -1.301  -0.271
8 O 3.306 -0.398 4.649  -0.190
9 O 5.274 4.141 -7.927  -0.187
10 O -4.995 -0.651 6.334  -0.201
11 O -3.984 2.521 -5.309  -0.230
12 N -3.921 -4.235 6.639  0.038
13 N 5.357 -1.353 6.205  0.024
14 N 3.133 2.878 -6.610  0.056
15 C 4.050 -1.963 6.381  -0.402
16 C -4.261 -2.749 8.443  -0.089
17 C -4.650 -3.054 7.029  -0.461
18 C 2.614 -0.259 3.444  -0.129
19 C 5.448 2.855 -7.401  -0.244
20 C 3.470 -1.276 7.675  -0.056
21 C 4.713 1.416 -5.441  -0.083
22 C 4.561 2.735 -6.150  -0.414
23 C -4.883 0.331 5.316  -0.107
24 C -5.086 2.476 -6.194  -0.335
25 C 5.658 4.258 -9.290  -0.098
26 C 3.256 -1.738 5.102  -0.217
27 C -4.332 -1.903 6.065  -0.197
28 C -5.528 1.128 -6.878  -0.325
29 B -3.797 -4.591 -2.930  -0.433
30 H -3.484 -4.053 -3.811  -0.120
31 H -5.286 1.285 5.657  0.086
32 H 4.951 3.684 -9.890  0.089
33 H 5.297 1.982 -8.036  0.130
34 H -5.552 0.045 4.505  0.081
35 H 1.545 -0.469 3.410  0.092
36 H 2.827 1.930 -6.779  0.058
37 H 3.650 -2.307 4.260  0.121
38 H -4.579 -2.244 5.060  0.119
39 H 3.362 -0.231 7.386  0.068
40 H 5.146 -0.558 5.619  0.058
41 H -3.708 -5.665 -2.996  -0.097
42 H -4.814 -4.323 -2.691  -0.113
43 H 6.480 2.802 -7.053  0.125
44 H 5.874 -1.925 5.553  0.068
45 H -4.206 -4.557 5.725  0.076
46 H -5.732 -3.175 7.092  0.143
47 H 3.088 -0.698 2.566  0.090
48 H 5.630 1.310 -4.861  0.076
49 H -6.481 1.419 -7.320  0.094
50 H 3.898 1.323 -4.724  0.083
51 H 2.451 -1.555 7.945  0.062
52 H 3.996 -1.279 8.630  0.068
53 H 3.451 3.169 -7.523  0.038
54 H -2.923 -4.106 6.718  0.076
55 H -4.747 -1.883 8.893  0.076
56 H 2.223 -2.073 5.196  0.124
57 H 4.210 -3.036 6.487  0.132
58 H 6.695 3.950 -9.425  0.084
59 H -5.860 2.761 -5.480  0.099
60 H 4.669 0.518 -6.057  0.078
61 H 2.653 0.803 3.201  0.089
62 H -4.940 0.761 -7.719  0.098
63 H -3.252 -1.754 6.060  0.120
64 H -5.128 3.269 -6.940  0.093
65 H 4.847 3.545 -5.479  0.138
66 H -4.495 -3.577 9.113  0.078
67 H 5.678 5.267 -9.702  0.084
68 H -3.861 0.312 4.937  0.085
69 H -3.223 -2.449 8.583  0.078
70 H -3.207 -4.189 -2.120  -0.120

LUMO energy (Eh): -0.07265
Energy relative to the best compared isomer or geometry (same formula, charge and spin) (kcal/mol): 361.3
E_tot (Ha): -3311.64689
Net charge: -1
HOMO-LUMO gap (eV): 2.2
Highest occupied orbital energy (eV): -4.136

Entry 3:
Density functional theory data (wB97M-V/def2-TZVPD) for a structure of composition C10H6GaN2O5.

Each line ends with the Löwdin charge.
CARTESIAN COORDINATES (ANGSTROEM)
1 Ga -0.062 1.974 -2.240  0.852
2 O -1.574 -0.032 -3.872  0.376
3 O 4.131 0.376 -1.329  0.141
4 O -1.577 -1.589 3.991  0.113
5 O 1.963 3.392 -4.997  0.256
6 O -0.002 4.599 -0.404  0.337
7 N -0.895 -3.439 2.836  0.203
8 N 0.010 0.492 -0.271  -0.027
9 C -0.953 0.725 -3.201  0.129
10 C -0.817 0.173 1.926  0.089
11 C -0.094 -1.716 0.616  0.077
12 C -1.072 -2.083 2.976  -0.432
13 C 0.029 3.636 -1.098  0.161
14 C -0.635 -1.209 1.813  -0.035
15 C -0.481 1.005 0.864  -0.073
16 C 1.488 2.900 -4.068  0.130
17 C 0.220 -0.824 -0.424  -0.095
18 C 3.115 0.794 -1.597  0.022
19 H 0.626 -1.153 -1.390  0.129
20 H -1.244 0.565 2.835  0.151
21 H -0.462 -3.887 2.025  0.112
22 H 0.055 -2.786 0.472  0.136
23 H -0.599 2.078 0.898  0.105
24 H -1.171 -3.991 3.638  0.144

LUMO energy (Eh): -0.58111
Energy relative to the best compared isomer or geometry (same formula, charge and spin) (kcal/mol): 47.5
E_tot (Ha): -2793.79592
Net charge: +3
HOMO-LUMO gap (eV): 2.4
Highest occupied orbital energy (eV): -18.204

Entry 4:
Density functional theory data (wB97M-V/def2-TZVPD) for an isolated molecule of C3H5FN2.

Each line ends with the Löwdin charge.
CARTESIAN COORDINATES (ANGSTROEM)
1 F -2.284 -1.068 -0.086  0.078
2 N 2.259 -0.224 -0.069  -0.035
3 N 0.988 0.230 0.076  -0.046
4 C -1.334 -0.215 0.063  -0.414
5 C -1.679 1.117 0.013  0.036
6 C 0.086 -0.691 0.279  -0.110
7 H -0.931 1.891 0.309  0.054
8 H -2.790 1.478 -0.247  0.102
9 H 0.283 -1.755 0.199  0.105
10 H 2.995 0.491 -0.364  0.126
11 H 2.407 -1.254 -0.172  0.105

LUMO energy (Eh): 0.02791
Energy relative to the best compared isomer or geometry (same formula, charge and spin) (kcal/mol): 49.8
SMILES: C=C(F)/C=N/N
E_tot (Ha): -326.59064
HOMO-LUMO gap (eV): 8.8
Highest occupied orbital energy (eV): -8.090

Entry 5:
Density functional theory data (wB97M-V/def2-TZVPD) for an isolated molecule of C5H6O.

Each line ends with the Löwdin charge.
CARTESIAN COORDINATES (ANGSTROEM)
1 O 0.335 1.676 -0.039  -0.062
2 C -0.482 1.115 -0.946  -0.184
3 C 1.100 0.775 0.754  -0.100
4 C -0.890 -0.155 -0.919  -0.075
5 C 0.806 -0.507 0.929  -0.072
6 C -0.435 -1.134 0.222  -0.151
7 H -1.261 -1.417 0.970  0.127
8 H -0.961 1.889 -1.540  0.121
9 H -0.051 -1.986 -0.329  0.086
10 H -1.596 -0.520 -1.670  0.096
11 H 1.997 1.366 1.046  0.132
12 H 1.438 -1.102 1.521  0.080

LUMO energy (Eh): 0.03810
Energy relative to the best compared isomer or geometry (same formula, charge and spin) (kcal/mol): 32.0
SMILES: C1=COC=CC1
E_tot (Ha): -269.29529
HOMO-LUMO gap (eV): 9.5
Highest occupied orbital energy (eV): -8.442

Entry 6:
Density functional theory data (wB97M-V/def2-TZVPD) for a structure of composition C35H49BClN7O4PS2W.

Each line ends with the Löwdin spin population.
CARTESIAN COORDINATES (ANGSTROEM)
1 W 0.122 0.795 0.295  1.668
2 Cl -1.432 -3.170 6.446  -0.010
3 S 3.192 -1.437 -0.670  -0.004
4 S 2.302 0.364 -1.113  0.000
5 P 3.129 -2.327 -2.617  0.002
6 O -0.760 0.775 2.116  0.099
7 O 2.249 -3.676 -2.419  0.001
8 O 1.147 -0.689 1.177  0.237
9 O 4.607 -3.058 -2.602  0.000
10 N -1.372 2.531 0.264  0.001
11 N 0.326 2.677 -2.156  0.011
12 N 1.549 3.477 -0.039  0.010
13 N 1.555 2.464 0.874  0.014
14 N -1.511 -0.542 -0.207  0.017
15 N -0.077 1.392 -1.937  0.008
16 N -0.925 3.677 -0.310  0.006
17 C -0.234 -1.825 -2.529  0.003
18 C -0.208 -2.195 4.246  0.124
19 C -1.231 -2.025 5.142  0.006
20 C 0.986 -1.452 2.250  0.349
21 C -0.032 -1.278 3.177  0.041
22 C 1.066 -4.429 -0.461  0.001
23 C 0.408 1.678 -4.105  0.002
24 C 3.321 3.797 1.217  0.004
25 C 3.846 0.579 2.423  0.002
26 C -1.595 -1.764 0.336  0.024
27 C -2.612 2.800 0.717  0.008
28 C -4.858 1.708 0.703  0.000
29 C -3.543 1.891 1.467  0.001
30 C 3.087 1.842 2.833  0.001
31 C -2.112 -0.955 5.037  0.156
32 C -2.511 -0.137 -1.002  0.019
33 C -0.924 -0.172 3.065  0.097
34 C -3.701 -2.200 -0.724  0.016
35 C -1.940 -0.042 3.996  0.002
36 C -1.844 4.637 -0.234  0.009
37 C 5.912 -1.432 -3.907  0.000
38 C 0.002 0.762 -3.130  0.003
39 C -0.216 -0.683 -3.541  0.001
40 C 2.347 -4.519 -1.261  0.000
41 C 0.608 2.865 -3.443  0.003
42 C -3.599 -0.934 -1.288  -0.003
43 C -4.866 -3.095 -1.025  0.003
44 C 2.636 2.657 1.649  0.009
45 C 1.964 1.583 3.834  0.001
46 C -3.849 2.535 2.826  0.000
47 C 2.601 4.278 0.151  0.008
48 C -1.457 -0.780 -4.438  0.000
49 C -2.943 4.126 0.413  0.002
50 C -2.667 -2.604 0.108  -0.002
51 C 5.789 -2.245 -2.633  0.000
52 B 0.413 3.724 -1.038  0.006
53 H -4.989 -3.859 -0.260  0.000
54 H -2.411 0.850 -1.427  0.001
55 H 5.156 -0.647 -3.961  0.000
56 H 6.619 -2.946 -2.541  0.000
57 H 2.515 -5.532 -1.627  0.000
58 H -5.493 0.979 1.211  0.000
59 H 3.223 -0.085 1.835  0.001
60 H 4.722 0.831 1.821  0.000
61 H 0.061 -2.737 -3.050  0.000
62 H -2.936 2.748 3.381  0.000
63 H 6.894 -0.955 -3.940  0.000
64 H -2.599 0.807 3.932  -0.004
65 H 1.133 -5.054 0.433  0.000
66 H 3.813 2.497 3.325  0.000
67 H -4.709 -3.599 -1.981  0.001
68 H 1.718 -2.251 2.346  0.016
69 H -1.418 -0.083 -5.276  0.000
70 H 5.808 -2.072 -4.784  0.000
71 H 0.467 -1.681 -1.709  0.002
72 H -0.773 -2.075 0.960  0.005
73 H 1.085 1.168 3.354  0.000
74 H 4.184 0.049 3.316  0.001
75 H -2.361 -0.563 -3.864  0.000
76 H -2.906 -0.828 5.759  0.010
77 H -4.491 1.887 3.427  0.000
78 H 0.218 -4.768 -1.058  0.000
79 H 3.216 -4.235 -0.664  0.000
80 H 0.473 -3.031 4.345  0.005
81 H -1.233 -1.998 -2.133  0.000
82 H 0.892 -3.398 -0.150  0.001
83 H -4.370 -0.554 -1.945  0.000
84 H 0.662 -0.867 -4.167  0.000
85 H -4.702 1.372 -0.320  0.000
86 H -3.861 4.636 0.648  0.000
87 H -1.551 -1.792 -4.838  0.000
88 H 0.559 1.472 -5.151  0.000
89 H -3.061 0.928 1.621  0.000
90 H -1.643 5.610 -0.650  0.001
91 H -4.378 3.479 2.681  0.000
92 H -5.790 -2.523 -1.102  0.000
93 H -2.678 -3.575 0.584  0.000
94 H 2.293 0.883 4.605  0.000
95 H 5.796 -1.596 -1.754  0.000
96 H 4.215 4.209 1.653  0.000
97 H -5.408 2.651 0.657  0.000
98 H 0.925 3.834 -3.792  0.000
99 H 2.737 5.147 -0.471  0.000
100 H 0.571 4.805 -1.536  0.000
101 H 1.663 2.512 4.321  0.000

Multiplicity: 4
LUMO energy (alpha / beta) (Eh): 0.00412 / -0.01977
Energy relative to the best compared isomer or geometry (same formula, charge and spin) (kcal/mol): 57.4
E_tot (Ha): -3737.40088
HOMO-LUMO gap (alpha / beta) (eV): 5.7 / 6.7
Highest occupied orbital energy (alpha / beta) (eV): -5.572 / -7.255

> Which of these has the lowest E_tot?

C35H49BClN7O4PS2W

> Number 1 is which compound?

C16H14ClNO3

> What is the energy relative to the best compared isomer or geometry (same formula, charge and spin) in the sixth record?

57.4 kcal/mol